No. 1
{"formula": "CH3FS", "method": "the ωB97M-V functional and the def2-TZVPD basis", "elements": ["C", "F", "S", "H", "H", "H"], "positions_angstrom": [[1.5750, 0.3793, -0.5592], [2.8855, 0.4705, -0.9121], [1.5146, -0.8739, 0.6155], [1.5448, 1.1580, 2.4928], [1.3139, 0.4454, 2.3200], [2.8111, -1.1586, 0.8777]], "forces_ev_per_a": [[1.5327, -0.7822, 0.0135], [-0.8918, 0.4755, -0.0132], [-0.6504, -0.6420, -0.6976], [-0.2986, -0.6140, 0.2145], [0.2733, 1.4335, 0.7606], [0.0347, 0.1292, -0.2778]], "multiplicity": 1, "energy_ev": -14634.2975, "de_lowest_ev": 3.380, "gap_ev": 9.80}



No. 2
{"formula": "CH3FS", "method": "the ωB97M-V functional and the def2-TZVPD basis", "elements": ["C", "F", "S", "H", "H", "H"], "positions_angstrom": [[-0.1480, -0.4977, 0.1167], [-1.1089, -0.1647, -0.7501], [1.2894, 0.4536, -0.0799], [-0.8888, 0.3321, 1.6842], [0.1214, -1.5522, 0.0106], [0.7349, 1.4288, -0.9815]], "forces_ev_per_a": [[1.8487, -1.4546, -2.4307], [-0.8985, 0.2210, 0.0932], [-0.6193, 1.7845, -0.7414], [-0.6071, 0.9563, 1.2615], [-0.4296, -0.1745, 0.4813], [0.7058, -1.3328, 1.3361]], "multiplicity": 3, "energy_ev": -14632.4742, "gap_ev": [7.96, 8.99]}



No. 3
{"formula": "CH3FS2", "method": "the ωB97M-V functional and the def2-TZVPD basis", "elements": ["F", "C", "S", "S", "H", "H", "H"], "positions_angstrom": [[-0.1326, -1.7537, 0.2193], [-0.1362, -0.4088, 0.0862], [-1.5813, 0.3516, -0.7033], [1.4586, -0.1070, -1.0214], [0.2215, 0.0445, 1.0596], [-1.8240, 1.1284, 0.3181], [1.9940, 0.7449, 0.0416]], "forces_ev_per_a": [[-1.0792, -0.3945, 0.1531], [2.9994, 1.1384, -0.4641], [0.4659, -1.0249, -0.0668], [-0.2529, 1.5080, 2.7221], [-1.1792, -0.3911, -1.0697], [-0.3435, 0.5241, 0.7260], [-0.6105, -1.3602, -2.0005]], "multiplicity": 1, "energy_ev": -25472.4195, "de_lowest_ev": 0.571, "gap_ev": 9.60, "smiles": "FC(S)S"}



No. 4
{"formula": "CH3FeMgO2", "method": "the ωB97M-V functional and the def2-TZVPD basis", "elements": ["O", "C", "O", "H", "H", "Fe", "Mg", "H"], "positions_angstrom": [[0.8687, 0.2639, -1.0521], [0.4750, 0.9972, 0.0520], [-0.3252, 0.1917, 0.8825], [-0.0779, 1.9180, -0.2425], [1.3494, 1.3176, 0.6625], [-0.1374, -1.2764, -0.5405], [-1.9980, -0.4873, 1.5592], [-0.1547, -2.9248, -1.3209]], "forces_ev_per_a": [[-0.7708, -0.1023, 0.6009], [1.2252, 1.4462, -0.4216], [-1.5607, -1.0639, 0.8698], [0.0574, -0.4275, 0.1130], [-0.2700, -0.1470, -0.3012], [1.0253, -1.4686, -1.6353], [0.5791, 0.5358, -0.1029], [-0.2855, 1.2273, 0.8774]], "multiplicity": 6, "energy_ev": -45009.6530, "de_lowest_ev": 0.927, "gap_ev": [7.54, 6.85]}



No. 5
{"formula": "CH3I2N", "method": "the ωB97M-V functional and the def2-TZVPD basis", "elements": ["C", "N", "I", "I", "H", "H", "H"], "positions_angstrom": [[0.0787, 0.0566, 0.0237], [0.2461, -2.5349, -0.8558], [1.3923, -3.3702, 0.5657], [-1.6326, -3.1834, -1.0711], [-0.8835, 0.1875, -0.4266], [0.1499, -0.1758, 1.0633], [0.9571, 0.3067, -0.5310]], "forces_ev_per_a": [[-0.0817, -0.3019, -0.2059], [0.3674, 0.7928, -0.3112], [-0.0173, -0.2483, 0.2599], [-0.3361, -0.2385, 0.1548], [-0.2540, 0.0361, -0.1137], [0.0321, -0.1018, 0.3739], [0.2895, 0.0616, -0.1577]], "multiplicity": 1, "energy_ev": -18772.2961, "de_lowest_ev": 3.564, "gap_ev": [7.10, 8.06]}



No. 6
{"formula": "CH3I2N", "method": "the ωB97M-V functional and the def2-TZVPD basis", "elements": ["C", "N", "I", "I", "H", "H", "H"], "positions_angstrom": [[-0.5064, 0.9993, -0.8974], [1.1028, -1.1689, 0.5218], [-0.5160, 2.1617, 0.7320], [0.1046, -1.3010, 2.1960], [-1.4014, 0.7142, -1.2237], [0.3552, 0.4695, -1.0831], [0.8612, -1.8748, -0.2455]], "forces_ev_per_a": [[1.6475, 1.5823, 1.4849], [0.5414, -0.3617, -1.7858], [0.0059, 0.5669, 0.3739], [-0.3203, -0.5613, 0.1531], [-3.4052, -1.0762, -1.4361], [1.7611, -0.8749, -0.5230], [-0.2305, 0.7248, 1.7330]], "multiplicity": 1, "energy_ev": -18772.3155, "de_lowest_ev": 3.544, "gap_ev": [6.96, 8.84]}